# C6H17NOP

A 2-piece molecular cluster, C6H17NOP overall at a distorted geometry (ωB97M-V/def2-TZVPD, the OMol25 dataset).

XYZ file:
```
26
Properties=species:S:1:pos:R:3:forces:R:3
C 2.78286 -1.29090 0.07281 2.03 0.54 1.77
C 0.33748 1.78314 -0.97443 -4.12 0.09 -1.29
C -0.17119 2.15839 1.50049 0.68 -0.60 1.32
C 1.38204 -1.37512 -0.47295 0.02 1.46 0.42
C -2.23548 -1.06782 -0.86663 -1.36 1.36 0.01
C 0.24389 1.26886 0.37362 0.55 -1.06 1.13
N -2.28385 0.03463 0.11226 -1.32 0.52 -1.73
O -1.24715 -2.01345 -0.45661 -1.53 -0.30 -0.55
P 0.29602 -0.40520 0.70583 2.73 -0.11 1.22
H 3.40329 -0.30891 0.16167 -1.64 -1.35 -0.56
H 2.58195 -1.58347 1.16390 1.15 0.05 -1.32
H 3.47656 -2.02833 -0.39953 -0.68 0.41 0.43
H -0.39271 2.65087 -1.13631 0.23 -1.39 0.17
H 1.15523 2.33503 -1.19413 3.49 1.40 -0.13
H 0.24542 1.04330 -1.79576 -0.09 0.35 0.65
H -1.21934 2.49844 1.29690 0.92 -0.02 0.34
H 0.57131 2.99771 1.48727 -0.93 -0.29 0.16
H -0.08549 1.61852 2.54928 -0.36 1.15 -2.18
H 1.15372 -2.41192 -0.41182 -0.80 -0.72 0.14
H 1.15639 -1.07852 -1.48938 0.21 0.28 -0.24
H -2.00712 -0.43794 -1.71355 0.85 -1.02 -1.24
H -3.23367 -1.51433 -1.09293 0.81 -0.21 0.47
H -2.98822 0.78144 -0.17573 0.93 -1.77 1.09
H -2.34436 -0.41224 0.99230 -1.03 0.41 1.47
H -1.69381 -2.85067 -0.20608 0.34 0.72 -0.29
H 1.11623 -0.39150 1.96951 -1.07 0.09 -1.27
```
Positions in Å, forces in eV/Å.

Results
Energy relative to the best compared isomer or geometry (same formula, charge and spin) ... 4.163 eV
Frontier orbital gap ... 7.42 eV
Total energy ... -709.775334 Eh
Net charge ... +1
Maximum force ... 0.084 Eh/bohr

The net atomic charges from natural (NBO), expressed in e, are: -0.63, -0.73, -0.70, -0.67, 0.08, -0.04, -0.90, -0.74, 0.89, 0.23, 0.20, 0.25, 0.26, 0.28, 0.25, 0.26, 0.27, 0.25, 0.26, 0.25, 0.17, 0.17, 0.40, 0.37, 0.51, 0.07


# C6H17NOP

A 2-piece molecular cluster, C6H17NOP overall at a distorted geometry (ωB97M-V/def2-TZVPD, the OMol25 dataset).

XYZ file:
```
26
Properties=species:S:1:pos:R:3:forces:R:3
C -0.31894 1.84868 1.90375 -0.55 -0.28 1.70
C -1.28948 1.61246 -0.57476 0.50 2.26 -1.43
C 0.98350 1.42236 -1.41731 1.72 -1.18 -1.20
C 2.41463 -2.56924 0.48783 -0.09 4.59 2.13
C 0.17985 -3.33163 -1.13064 4.64 1.26 1.24
C 0.61524 1.52559 0.86140 0.46 1.20 -1.12
N 0.15791 1.66360 -0.33304 -0.86 -0.65 1.89
O -0.16119 -2.21435 1.40031 -1.22 -2.37 -0.59
P 0.70666 -1.79158 0.06050 0.74 -2.95 -0.37
H 0.22056 2.13909 2.79648 -0.24 0.08 0.28
H -0.87460 0.92492 2.09730 -0.06 -0.02 0.52
H -1.06748 2.59167 1.58233 0.69 -0.10 0.47
H -1.43404 0.78476 -1.19382 -0.27 -1.56 -0.98
H -1.81439 1.48127 0.32707 -0.80 0.03 0.53
H -1.62575 2.49827 -1.19794 0.39 -0.78 1.08
H 1.27454 0.34332 -1.40864 -0.56 0.68 -0.68
H 0.55662 1.84598 -2.28318 -0.71 -0.31 -1.32
H 1.86705 1.98532 -1.31502 1.35 0.60 0.37
H 2.44378 -3.56228 0.29610 0.36 -2.96 -0.96
H 3.24075 -1.95616 0.09068 -0.30 -0.62 -0.65
H 2.67522 -2.44783 1.59026 -0.97 -0.12 -1.01
H -0.85202 -3.47558 -1.19116 -1.48 -0.32 -0.24
H 0.70822 -3.10033 -2.07754 -0.87 -0.07 0.12
H 0.84091 -4.19177 -0.74076 -1.72 0.98 -0.31
H 1.70749 1.35028 1.01482 -1.08 0.09 -0.21
H -0.51333 -3.17577 1.25718 0.92 2.53 0.76
```
Positions in Å, forces in eV/Å.

Results
Energy relative to the best compared isomer or geometry (same formula, charge and spin) ... 1.979 eV
Frontier orbital gap ... 8.44 eV
Total energy ... -709.855599 Eh
Net charge ... +1
Maximum force ... 0.099 Eh/bohr

The net atomic charges from natural (NBO), expressed in e, are: -0.72, -0.43, -0.45, -0.94, -0.89, 0.30, -0.24, -0.99, 0.97, 0.27, 0.28, 0.26, 0.24, 0.23, 0.25, 0.24, 0.24, 0.23, 0.22, 0.24, 0.25, 0.23, 0.24, 0.23, 0.25, 0.50


Look up the frontier orbital gap of the first one.
7.42 eV


Among the records above, which one has the highest maximum force?
number 2


frontier orbital gap of number 2 (C6H17NOP)?
8.44 eV